{
  "formula": "C27H39B3BrNO30",
  "method": "ωB97M-V with the def2-TZVPD basis set",
  "species": ["N", "B", "O", "B", "O", "B", "Br", "O", "H", "H", "H", "C", "C", "O", "C", "O", "O", "H", "H", "H", "H", "C", "C", "O", "C", "O", "O", "H", "H", "H", "H", "C", "C", "O", "C", "O", "O", "H", "H", "H", "H", "C", "C", "O", "C", "O", "O", "H", "H", "H", "H", "C", "C", "O", "C", "O", "O", "H", "H", "H", "H", "C", "C", "O", "C", "O", "O", "H", "H", "H", "H", "C", "C", "O", "C", "O", "O", "H", "H", "H", "H", "C", "C", "O", "C", "O", "O", "H", "H", "H", "H", "C", "C", "O", "C", "O", "O", "H", "H", "H", "H"],
  "xyz": [[2.147, 0.491, -2.757], [3.128, -0.487, -2.289], [3.106, -1.817, -2.843], [2.767, -2.625, -1.737], [3.695, -2.612, -0.663], [3.972, -1.286, -0.319], [4.272, -0.718, 1.558], [4.084, -0.256, -1.271], [1.257, 0.172, -2.383], [2.027, 0.367, -3.766], [1.737, -3.203, -1.728], [-1.997, -0.018, -4.893], [-2.099, 0.813, -6.143], [-0.787, 1.388, -6.242], [0.062, 0.590, -5.565], [1.249, 0.690, -5.586], [-0.604, -0.348, -4.857], [-2.608, -0.918, -4.931], [-2.246, 0.542, -3.989], [-2.284, 0.207, -7.035], [-2.864, 1.588, -6.069], [5.892, 2.959, 1.573], [4.745, 3.548, 0.796], [4.362, 4.659, 1.614], [5.432, 5.013, 2.359], [5.495, 6.000, 3.017], [6.423, 4.097, 2.259], [6.647, 2.507, 0.933], [5.565, 2.223, 2.311], [5.049, 3.918, -0.185], [3.918, 2.852, 0.670], [6.063, 6.838, 6.174], [5.523, 5.604, 6.844], [5.763, 5.874, 8.230], [5.842, 7.220, 8.380], [5.870, 7.773, 9.429], [5.884, 7.841, 7.181], [5.521, 7.094, 5.267], [7.127, 6.757, 5.941], [4.449, 5.477, 6.689], [6.035, 4.696, 6.531], [-0.865, -2.679, -0.555], [-1.428, -2.768, -1.945], [-1.757, -1.402, -2.238], [-0.985, -0.618, -1.457], [-0.891, 0.561, -1.575], [-0.324, -1.350, -0.528], [-0.091, -3.420, -0.366], [-1.634, -2.764, 0.217], [-0.693, -3.119, -2.671], [-2.307, -3.399, -2.004], [-5.858, -1.967, -1.366], [-6.616, -2.023, -2.662], [-5.630, -2.511, -3.578], [-4.703, -3.183, -2.860], [-3.839, -3.849, -3.331], [-4.882, -3.000, -1.531], [-6.491, -2.165, -0.504], [-5.343, -1.014, -1.220], [-7.449, -2.730, -2.626], [-6.990, -1.050, -2.972], [-1.176, -6.232, -5.414], [-1.637, -7.568, -4.892], [-1.382, -7.457, -3.490], [-1.373, -6.140, -3.179], [-1.353, -5.712, -2.072], [-1.386, -5.375, -4.291], [-1.750, -5.892, -6.273], [-0.114, -6.226, -5.670], [-2.706, -7.732, -5.046], [-1.085, -8.403, -5.320], [-6.361, -6.998, -0.256], [-6.572, -6.120, 0.948], [-7.290, -5.008, 0.404], [-7.909, -5.437, -0.726], [-8.715, -4.812, -1.332], [-7.486, -6.673, -1.075], [-6.355, -8.058, -0.011], [-5.445, -6.753, -0.799], [-7.190, -6.598, 1.712], [-5.639, -5.793, 1.400], [6.399, 3.425, 11.730], [6.147, 3.453, 10.246], [5.632, 2.141, 9.994], [5.108, 1.674, 11.153], [4.457, 0.689, 11.245], [5.425, 2.485, 12.192], [6.254, 4.395, 12.201], [7.395, 3.053, 11.980], [5.395, 4.189, 9.964], [7.051, 3.632, 9.668], [-3.480, 4.965, -3.248], [-3.667, 5.805, -4.484], [-3.713, 4.822, -5.521], [-4.100, 3.655, -4.963], [-4.390, 2.679, -5.579], [-4.109, 3.734, -3.615], [-3.954, 5.394, -2.368], [-2.428, 4.771, -3.027], [-4.611, 6.356, -4.479], [-2.850, 6.503, -4.649]],
  "lowdin_charge": [0.216, -0.608, 0.227, -0.285, 0.190, -0.938, 0.747, 0.204, 0.057, 0.053, 0.115, -0.113, -0.100, 0.078, -0.562, 0.144, 0.060, 0.135, 0.125, 0.138, 0.093, -0.127, -0.111, 0.069, -0.570, 0.152, 0.064, 0.136, 0.112, 0.137, 0.132, -0.118, -0.114, 0.028, -0.575, 0.164, 0.070, 0.116, 0.138, 0.137, 0.135, -0.104, -0.122, 0.056, -0.580, 0.155, 0.061, 0.123, 0.138, 0.134, 0.085, -0.109, -0.105, 0.077, -0.564, 0.151, 0.058, 0.133, 0.136, 0.125, 0.137, -0.112, -0.118, 0.069, -0.568, 0.162, 0.054, 0.136, 0.135, 0.135, 0.133, -0.117, -0.117, 0.053, -0.572, 0.159, 0.068, 0.134, 0.135, 0.134, 0.135, -0.118, -0.127, 0.061, -0.577, 0.166, 0.063, 0.135, 0.133, 0.121, 0.133, -0.114, -0.116, 0.075, -0.562, 0.140, 0.070, 0.134, 0.138, 0.135, 0.135],
  "lumo_energy_ev": 0.23,
  "energy_ha": -6013.19357,
  "homo_lumo_gap_ev": 10.06,
  "homo_energy_ev": -9.8
}